{"formula": "C27H23BrIN4O5PtS", "method": "the ωB97M-V functional and the def2-TZVPD basis", "symbols": ["Pt", "O", "C", "O", "C", "C", "C", "C", "C", "O", "C", "C", "O", "O", "H", "H", "H", "H", "H", "H", "H", "H", "S", "C", "N", "N", "C", "C", "C", "C", "C", "C", "N", "N", "C", "C", "C", "C", "C", "C", "H", "H", "H", "H", "H", "H", "H", "H", "H", "H", "H", "Br", "C", "C", "C", "C", "C", "C", "I", "H", "H", "H", "H"], "positions_angstrom": [[-0.00435, 1.90531, 0.63678], [-0.22742, 5.97595, 0.70481], [-0.22179, 4.85584, 0.28928], [-0.39295, 3.82320, 1.11957], [0.03428, 4.51745, -1.20124], [1.34206, 3.74473, -1.32998], [1.85043, 3.73865, -2.76606], [0.84857, 2.79322, -3.45927], [-0.07901, 2.40271, -2.31541], [0.86827, 2.35459, -1.18386], [-0.97964, 3.54254, -1.88387], [-2.11508, 3.05501, -0.96027], [-3.16261, 3.63264, -0.87869], [-1.86194, 1.91289, -0.32924], [0.08927, 5.47556, -1.71384], [2.08645, 3.95406, -0.56616], [2.86236, 3.34537, -2.81595], [1.85240, 4.74647, -3.17842], [1.35318, 1.91470, -3.85495], [0.29346, 3.26589, -4.26858], [-0.57246, 1.43748, -2.41164], [-1.46271, 4.02096, -2.73564], [1.99675, 1.98946, 1.74506], [2.30511, 0.25656, 1.63505], [3.43878, -0.15431, 2.15697], [3.91766, -1.35999, 2.13278], [3.37343, -2.65389, 1.92825], [2.03727, -2.97065, 2.14038], [1.61922, -4.27453, 1.95972], [2.51815, -5.26298, 1.57271], [3.85903, -4.94711, 1.40466], [4.29130, -3.64413, 1.59116], [1.54341, -0.54571, 0.86488], [0.51693, -0.05583, 0.29783], [-0.09895, -0.90112, -0.67206], [0.64499, -1.88404, -1.32617], [0.02087, -2.69309, -2.25635], [-1.33433, -2.53459, -2.53005], [-2.06648, -1.56438, -1.86036], [-1.45368, -0.74201, -0.92840], [4.89433, -1.36161, 2.40424], [1.33844, -2.22714, 2.47819], [0.58086, -4.52299, 2.13472], [2.17639, -6.27668, 1.42090], [4.57160, -5.71278, 1.13173], [5.33778, -3.39318, 1.46829], [1.69659, -1.99599, -1.11209], [0.59496, -3.44788, -2.77557], [-1.81425, -3.16655, -3.26417], [-3.12290, -1.44840, -2.05523], [-2.03092, 0.00820, -0.39501], [-1.53595, -1.69085, 4.16650], [-2.77297, -1.15487, 2.84891], [-3.74538, -2.06270, 2.45711], [-4.69925, -1.69568, 1.52125], [-4.70246, -0.42073, 0.97854], [-3.74117, 0.50001, 1.36428], [-2.77124, 0.11822, 2.28528], [-1.38000, 1.57056, 2.84694], [-3.75620, -3.04953, 2.89599], [-5.45647, -2.41067, 1.23212], [-5.45795, -0.13006, 0.26263], [-3.73407, 1.49844, 0.95107]], "forces_ev_per_angstrom": [[-1.1, 0.2, 0.0], [0.0, 0.2, -0.1], [0.0, -0.4, -0.4], [0.2, -0.3, -0.1], [-0.2, 0.4, 0.6], [0.3, 0.3, 0.0], [0.0, 0.1, 0.1], [-0.1, -0.1, 0.0], [-0.3, -0.3, -0.3], [0.7, -0.3, -0.1], [-0.5, 0.2, 0.1], [0.3, -0.1, -0.1], [-0.2, 0.1, -0.1], [0.5, 0.6, 0.2], [0.0, 0.0, 0.0], [0.0, -0.1, 0.0], [0.0, 0.0, 0.0], [0.0, 0.0, 0.0], [0.0, 0.0, 0.0], [0.0, 0.0, 0.0], [0.1, 0.0, 0.1], [0.0, 0.0, 0.1], [-0.1, 0.2, 0.2], [0.1, -0.3, -0.1], [0.0, -0.2, -0.3], [0.2, 0.4, 0.2], [-0.1, -0.1, -0.2], [0.1, -0.1, 0.2], [0.0, -0.1, 0.0], [0.0, 0.1, 0.0], [-0.1, 0.0, 0.0], [-0.1, 0.0, -0.1], [-0.2, 0.3, -0.2], [0.4, 0.0, 0.3], [-0.2, -0.1, 0.0], [0.0, 0.1, 0.0], [-0.1, 0.0, 0.0], [0.0, 0.0, 0.0], [0.1, -0.1, 0.0], [-0.2, -0.1, 0.2], [-0.2, 0.0, 0.1], [-0.1, 0.1, 0.0], [0.0, 0.0, 0.0], [0.0, 0.0, 0.0], [0.0, 0.0, 0.0], [0.0, 0.0, 0.0], [0.1, 0.0, 0.0], [0.0, 0.0, 0.0], [0.0, 0.0, 0.0], [-0.1, 0.0, 0.0], [0.2, -0.5, -0.3], [0.1, 0.0, 0.0], [0.1, 0.0, 0.0], [0.0, 0.0, 0.0], [0.0, 0.0, 0.0], [0.0, 0.0, 0.0], [-0.1, 0.0, 0.2], [-0.1, 0.0, 0.0], [0.4, -0.1, -0.2], [0.0, 0.0, 0.0], [0.0, 0.0, 0.0], [0.0, 0.0, 0.0], [0.0, 0.0, 0.0]], "homo_energy_ha": [-0.395, -0.393], "total_energy_ha": -5026.820792, "max_force_ev_per_a": 1.15, "e_lumo_ev": [-4.9, -5.0], "charge": 1}